Molecular formula: C3H6N2O2
Method: DFT, ωB97M-V with the def2-TZVPD basis set

```
13
Properties=species:S:1:pos:R:3:mulliken_spin:R:1
C 0.57 -0.52 -0.46 -0.024
C -0.06 -0.26 0.84 0.023
C -2.07 0.51 -0.03 0.002
N -1.24 0.06 1.07 0.010
N 2.60 0.22 0.40 0.866
O 3.72 0.10 0.30 0.745
O 1.92 -0.87 -0.39 0.362
H 0.16 -1.32 -1.12 0.022
H 0.52 0.34 -1.18 0.007
H 0.67 -0.32 1.69 -0.013
H -3.04 0.72 0.26 0.000
H -1.60 1.41 -0.37 0.001
H -2.16 -0.09 -1.00 0.000
```

Values from the calculation:
Spin multiplicity   3
HOMO (spin up / spin down)   -7.9 / -9.8 eV
Energy above the lowest of the compared OMol25 structures with the same formula, charge and spin   305.2 kJ/mol
E_tot   -10276.5629 eV
Molecular weight   102.09 g mol⁻¹
Maximum force   7.69 eV Å⁻¹
Orbital gap (spin up / spin down)   8.86 / 7.25 eV